[1]
2 unconnected molecules or ions with the total composition CH2FNO2. Source: the OMol25 dataset; level of theory: wB97M-V/def2-TZVPD.

The calculated total energy is -344.24697 Ha. For the HOMO energy (spin up / spin down), the calculation gives -0.35301 / -0.35303 hartree. Its SMILES is O=CN=O.F. As for the HOMO-LUMO gap (spin up / spin down): 8.072 / 8.074 eV. The relative energy (zero: lowest compared OMol25 entry of this formula, charge and spin) is 266.4 kJ/mol.

Each line ends with the natural charge from an NBO analysis.
Cartesian coordinates (Å):
1 H 0.442 0.593 1.780  0.19
2 O 1.361 1.523 -0.569  -0.16
3 N 0.562 0.843 -0.066  0.19
4 O -0.732 -0.874 0.928  -0.62
5 C 0.036 0.041 0.794  0.39
6 H -0.935 -1.397 -1.134  0.58
7 F -0.733 -0.730 -1.732  -0.57

=====

[2]
2 unconnected molecules or ions with the total composition CH2FNO3S. Source: the OMol25 dataset; level of theory: wB97M-V/def2-TZVPD.

The calculated total energy is -817.81004 Ha. For the HOMO energy, the calculation gives -0.39357 hartree. As for the HOMO-LUMO gap: 11.236 eV. The relative energy (zero: lowest compared OMol25 entry of this formula, charge and spin) is 57.6 kJ/mol.

Each line ends with the natural charge from an NBO analysis.
Cartesian coordinates (Å):
1 S 1.862 -0.751 -0.019  1.81
2 C -1.269 -1.490 -0.348  0.85
3 H 2.296 -0.353 2.207  0.52
4 O 1.373 0.192 -0.963  -0.88
5 O -0.543 -1.635 0.540  -0.55
6 H -2.310 -1.275 -2.087  0.44
7 N -2.128 -1.167 -1.062  -0.74
8 F 3.526 -0.999 -0.423  -0.55
9 O 1.823 0.032 1.431  -0.90

=====

[3]
CH2FNO5S in the gas phase. Source: the OMol25 dataset; level of theory: wB97M-V/def2-TZVPD.

The calculated total energy is -968.11987 Ha. For the HOMO energy, the calculation gives -0.44338 hartree. Its SMILES is O=[N+]([O-])OS(=O)(=O)CF. As for the HOMO-LUMO gap: 11.660 eV. The relative energy (zero: lowest compared OMol25 entry of this formula, charge and spin) is 0.0 kJ/mol.

Each line ends with the natural charge from an NBO analysis.
Cartesian coordinates (Å):
1 C -1.464 0.246 0.130  -0.23
2 H -1.966 -0.284 -0.661  0.21
3 H -1.824 1.232 0.245  0.20
4 S 0.123 0.907 -0.263  2.34
5 O 0.946 -0.281 -0.986  -0.67
6 F -1.490 -0.472 1.260  -0.31
7 N 1.617 -1.266 0.038  0.77
8 O 2.568 -1.750 -0.330  -0.22
9 O 0.741 1.267 0.945  -0.90
10 O -0.138 1.816 -1.311  -0.90
11 O 0.886 -1.415 0.933  -0.28

=====

[4]
CH2FP in the gas phase. Source: the OMol25 dataset; level of theory: wB97M-V/def2-TZVPD.

The calculated total energy is -480.46100 Ha. For the HOMO energy, the calculation gives -0.38199 hartree. Its SMILES is C=PF. As for the HOMO-LUMO gap: 10.097 eV. The relative energy (zero: lowest compared OMol25 entry of this formula, charge and spin) is 84.8 kJ/mol.

Each line ends with the natural charge from an NBO analysis.
Cartesian coordinates (Å):
1 C -0.068 -0.249 0.701  -0.93
2 H -0.442 -1.149 1.150  0.25
3 H 0.462 0.456 1.323  0.24
4 F 0.337 1.137 -2.174  -0.60
5 P -0.288 -0.194 -0.999  1.04

=====

[5]
A molecular structure, CH2FP. Source: the OMol25 dataset; level of theory: wB97M-V/def2-TZVPD.

The calculated total energy is -480.33283 Ha. For the HOMO energy (spin up / spin down), the calculation gives -0.29152 / -0.36811 hartree. Its spin multiplicity is 3. As for the HOMO-LUMO gap (spin up / spin down): 8.248 / 8.367 eV. The relative energy (zero: lowest compared OMol25 entry of this formula, charge and spin) is 169.4 kJ/mol.

Each line ends with the natural charge from an NBO analysis.
Cartesian coordinates (Å):
1 F -1.788 -0.259 0.052  -0.34
2 C -0.633 0.349 0.208  0.03
3 P 1.030 -1.230 0.027  0.26
4 H 2.040 -0.325 -0.118  -0.09
5 H -0.649 1.465 -0.169  0.15

=====

[6]
2 unconnected molecules or ions with the total composition CH2FPS. Source: the OMol25 dataset; level of theory: wB97M-V/def2-TZVPD.

The calculated total energy is -878.59004 Ha. For the HOMO energy (spin up / spin down), the calculation gives -0.26268 / -0.41268 hartree. Its spin multiplicity is 3. As for the HOMO-LUMO gap (spin up / spin down): 6.745 / 9.232 eV. The relative energy (zero: lowest compared OMol25 entry of this formula, charge and spin) is 77.4 kJ/mol.

Each line ends with the natural charge from an NBO analysis.
Cartesian coordinates (Å):
1 S -0.563 1.114 -0.511  0.11
2 C -0.974 -0.562 -0.758  -0.90
3 P -1.824 -0.284 0.668  0.54
4 H 1.680 0.393 0.698  0.55
5 F 2.275 0.732 1.274  -0.56
6 H -0.593 -1.393 -1.371  0.25

=====

[7]
CH2FPSi in the gas phase. Source: the OMol25 dataset; level of theory: wB97M-V/def2-TZVPD.

The calculated total energy is -769.91342 Ha. For the HOMO energy, the calculation gives -0.34366 hartree. Its SMILES is FC1=P[SiH2]1. As for the HOMO-LUMO gap: 9.277 eV. The relative energy (zero: lowest compared OMol25 entry of this formula, charge and spin) is 51.6 kJ/mol.

Each line ends with the natural charge from an NBO analysis.
Cartesian coordinates (Å):
1 H 1.482 -0.101 -1.167  -0.16
2 C -0.862 -0.192 -0.015  -0.32
3 Si 0.871 0.386 -0.017  0.68
4 F -1.687 -1.275 -0.005  -0.33
5 P -1.130 1.466 -0.006  0.28
6 H 1.325 -0.284 1.209  -0.14

=====

[8]
A molecular structure, CH2I2O6S2. Source: the OMol25 dataset; level of theory: wB97M-V/def2-TZVPD.

The calculated total energy is -1882.37957 Ha. For the HOMO energy, the calculation gives -0.38187 hartree. As for the HOMO-LUMO gap: 8.809 eV.

Each line ends with the natural charge from an NBO analysis.
Cartesian coordinates (Å):
1 H -2.158 -1.854 -0.870  0.52
2 O 1.151 -0.984 -1.342  -0.86
3 O 2.060 1.319 -1.071  -0.91
4 O -1.778 -0.997 -1.027  -0.85
5 O -0.433 -1.589 1.061  -0.87
6 O 2.051 -0.185 0.790  -0.88
7 O -2.371 -0.139 1.201  -0.92
8 C -0.278 0.993 0.178  -1.02
9 I 0.167 2.181 1.869  0.41
10 I -1.170 2.201 -1.309  0.39
11 H 2.767 -0.756 0.560  0.53
12 S -1.201 -0.460 0.431  2.25
13 S 1.194 0.270 -0.469  2.21

=====

Among the records above, which one has the lowest calculated total energy?
CH2I2O6S2

=====

Which formula does entry 2 have?
CH2FNO3S

=====

What is the formula in the seventh record?
CH2FPSi